This record from the OMol25 dataset describes a 9-piece molecular cluster, C14H47N2O9 overall in a non-equilibrium geometry. The level of theory is wB97M-V/def2-TZVPD.

Structure (ORCA input):
```
! wB97M-V def2-TZVPD RIJCOSX def2/J DEFGRID3
* xyz -1 1
C -1.7379 16.6387 -19.7287
C -0.5700 16.1382 -20.5940
O 0.0562 15.0759 -19.9269
H -1.3686 17.0507 -18.7896
H -2.5136 15.9425 -19.4097
H -2.3762 17.4362 -20.1091
H 0.1524 16.9417 -20.7377
H -0.9443 16.0072 -21.6093
C -7.6669 10.1942 -17.3958
C -7.0936 11.0065 -16.2438
O -6.1094 10.2404 -15.5196
H -8.1865 10.8446 -18.0995
H -8.3890 9.4505 -17.0589
H -6.8962 9.7085 -17.9943
H -7.8798 11.3665 -15.5803
H -6.5470 11.8937 -16.5635
H -5.7143 10.8221 -14.8660
C -3.6239 21.1690 -24.9612
C -2.4890 20.5479 -25.7434
O -1.2462 20.9273 -25.2719
H -3.5731 20.9785 -23.8892
H -4.6453 20.8541 -25.1746
H -3.6726 22.2411 -25.1518
H -2.5891 20.6038 -26.8273
H -2.6331 19.4719 -25.8410
H -0.5722 20.5073 -25.8113
C -11.5032 16.8834 -23.4729
C -10.7947 17.4690 -24.6710
C -10.1699 16.4053 -25.6124
O -9.3340 15.4820 -24.9325
C -7.9594 15.8615 -24.5329
N -11.7061 18.3517 -25.3388
H -12.2579 16.1620 -23.7861
H -12.0206 17.7062 -22.9797
H -10.8180 16.4104 -22.7694
H -9.9603 18.0520 -24.2811
H -9.6951 16.9201 -26.4477
H -10.9799 15.8490 -26.0842
H -7.9988 16.8629 -24.1041
H -7.2488 15.9566 -25.3540
H -7.5498 15.1687 -23.7978
H -11.4128 18.5033 -26.2933
H -11.7117 19.2725 -24.9238
C 2.2291 23.6930 -18.1837
C 3.5609 24.3645 -18.3541
C 4.0809 24.8307 -16.9758
O 5.3278 25.4511 -17.0628
C 5.8324 25.8277 -15.8296
N 4.4450 23.3260 -18.8783
H 2.1116 23.1498 -17.2460
H 2.0641 23.0279 -19.0314
H 1.5157 24.5101 -18.0770
H 3.4622 25.1517 -19.1015
H 4.0252 24.0100 -16.2607
H 3.3779 25.5878 -16.6283
H 6.7801 26.3266 -16.0319
H 6.1833 25.0336 -15.1706
H 5.3233 26.6077 -15.2634
H 5.1727 23.9800 -19.1291
H 4.1450 22.9238 -19.7548
O 4.9647 12.6525 -22.5341
H 4.0211 12.8128 -22.5190
H 5.1579 12.4433 -23.4480
O 0.2558 12.9498 -14.4234
H -0.2613 12.9634 -15.2288
H -0.3712 13.1620 -13.7320
O 0.5949 10.9542 -24.7312
H 0.9851 10.0826 -24.6661
H 0.5143 11.2494 -23.8243
O 1.7975 9.2490 -18.0735
H 1.0735 9.7783 -18.4080
H 1.4819 8.3471 -18.1308
*
```

Computed properties:
Gap between HOMO and LUMO: 4.2 eV
Energy: -36683.3714 eV
ΔE to the lowest compared entry with this formula, charge and spin: 33.5 kJ/mol

***

This record from the OMol25 dataset describes a 8-piece molecular cluster, C14H47N3O9 overall in a non-equilibrium geometry. The level of theory is wB97M-V/def2-TZVPD.

Structure (ORCA input):
```
! wB97M-V def2-TZVPD RIJCOSX def2/J DEFGRID3
* xyz 0 1
O -3.2142 8.3587 12.9160
H -2.7718 8.9833 12.3412
H -2.6385 8.2834 13.6770
O -7.4529 8.4242 7.3795
H -7.3976 9.3680 7.2300
H -6.5703 8.1005 7.1991
O -2.2643 2.7278 11.3973
H -3.1185 2.4209 11.7013
H -1.9219 3.2452 12.1262
O -7.3385 5.9315 11.3506
H -7.3116 6.2337 10.4428
H -6.7586 6.5310 11.8204
C -4.7835 9.1932 19.6139
C -5.4414 9.4844 20.9704
O -5.2199 8.4846 21.9746
O -5.3236 7.9478 19.1777
H -3.7244 9.0020 19.7870
H -4.8758 9.9557 18.8406
H -6.5209 9.6346 20.9547
H -5.0696 10.4193 21.3899
H -5.7318 7.7431 21.6436
H -6.1366 8.0418 18.6759
C -3.4298 4.9029 4.0853
C -2.5268 6.1854 4.1971
C -2.8398 7.0883 2.9931
O -2.5355 6.3606 1.8108
C -2.4657 7.0818 0.5956
N -2.7631 6.9015 5.3585
H -3.1262 4.2669 3.2538
H -4.4603 5.2401 3.9732
H -3.2233 4.1912 4.8847
H -1.5123 5.8598 4.4273
H -2.2564 8.0049 3.0790
H -3.8141 7.5769 3.0049
H -1.8786 6.4670 -0.0866
H -1.8817 7.9989 0.6729
H -3.4939 7.1820 0.2480
H -2.2806 7.7887 5.3713
H -2.5666 6.3567 6.1859
C -12.0356 8.8800 17.7499
C -11.2888 9.2378 16.4705
C -10.6263 10.7437 16.4172
O -11.5746 11.6181 16.9464
C -11.0088 12.8428 17.2596
N -10.3196 8.2286 16.1826
H -12.8795 9.5601 17.8659
H -11.4292 8.9954 18.6483
H -12.4879 7.8885 17.7285
H -11.8764 9.2570 15.5526
H -10.4559 10.9817 15.3673
H -9.6257 10.8299 16.8407
H -10.4942 13.1742 16.3577
H -10.3612 12.7384 18.1301
H -11.6504 13.6640 17.5790
H -10.8412 7.3659 16.2450
H -10.0691 8.2175 15.2043
C -10.0212 0.3681 10.6071
C -11.0049 0.2110 9.4065
C -12.4999 -0.1982 9.8778
O -13.0732 0.6732 10.7746
C -14.4785 0.4917 10.6980
N -11.1531 1.5805 8.7819
H -9.9014 -0.6300 11.0282
H -10.3218 0.9922 11.4487
H -9.0744 0.6706 10.1598
H -10.6656 -0.5376 8.6907
H -12.4738 -1.1558 10.3978
H -13.0011 -0.1612 8.9106
H -14.9532 0.8406 9.7809
H -14.8753 0.8480 11.6486
H -14.6987 -0.5735 10.6271
H -10.3531 2.1187 9.0827
H -11.8986 2.0645 9.2617
*
```

Computed properties:
SMILES string: COC[C@H](C)N.COC[C@H](C)N.COC[C@H](C)N.OCCO.O.O.O.O
Gap between HOMO and LUMO: 9.3 eV
Energy: -38173.0452 eV
ΔE to the lowest compared entry with this formula, charge and spin: 336.8 kJ/mol

***

This record from the OMol25 dataset describes a 7-piece molecular cluster, C14H47N4O7 overall in a non-equilibrium geometry. The level of theory is wB97M-V/def2-TZVPD.

Structure (ORCA input):
```
! wB97M-V def2-TZVPD RIJCOSX def2/J DEFGRID3
* xyz 1 1
N 15.8131 4.8272 -33.7887
H 16.3602 4.0364 -33.4085
H 15.3418 5.2918 -33.0105
H 15.0693 4.4807 -34.4283
H 16.4342 5.4982 -34.3161
C 19.1981 6.7016 -34.1018
C 18.7050 6.2669 -35.4795
C 18.9486 4.7859 -35.7548
O 20.3451 4.6109 -35.6379
C 20.8261 3.2912 -35.6541
N 17.2103 6.5354 -35.5981
H 18.8337 6.0138 -33.3356
H 18.6906 7.6273 -33.8056
H 20.2676 6.8765 -34.0753
H 19.2044 6.8053 -36.2889
H 18.6800 4.6355 -36.8083
H 18.4213 4.1437 -35.0421
H 20.6560 2.7208 -34.7308
H 21.9143 3.3139 -35.6904
H 20.4056 2.7382 -36.4960
H 17.0670 6.3980 -36.6023
H 17.2896 7.5563 -35.5698
C 17.7606 4.3305 -26.3749
C 16.9415 4.2484 -27.6529
C 16.4524 2.8072 -27.8521
O 15.4076 2.7581 -28.8323
C 15.8738 2.8314 -30.1520
N 15.7645 5.1549 -27.4476
H 17.9985 5.3300 -26.0024
H 18.7312 3.8263 -26.4361
H 17.2027 3.9270 -25.5274
H 17.4762 4.5443 -28.5628
H 15.9174 2.4317 -26.9797
H 17.3225 2.1960 -28.1049
H 15.1168 2.4843 -30.8568
H 16.7340 2.1770 -30.3365
H 16.1917 3.8331 -30.4690
H 15.0436 4.6789 -27.9947
H 15.9450 6.0349 -27.9179
C 14.6740 1.6270 -35.2162
C 15.2890 2.6502 -36.1646
C 15.4570 2.1768 -37.6039
O 16.1333 3.2388 -38.2844
C 16.2592 2.9503 -39.6652
N 14.4131 3.8446 -36.1197
H 14.5219 2.1208 -34.2529
H 15.3190 0.7711 -35.0103
H 13.6896 1.2662 -35.5159
H 16.2700 2.9328 -35.7741
H 14.4575 2.2097 -38.0577
H 16.0028 1.2438 -37.7549
H 16.7166 3.7243 -40.2780
H 15.2737 2.7445 -40.0916
H 16.9070 2.0759 -39.7817
H 14.8210 4.5106 -36.7747
H 13.4996 3.6100 -36.4961
O 16.5614 6.5022 -31.6587
H 16.9341 6.5682 -30.7708
H 16.4785 7.4176 -31.9546
O 17.2256 2.5760 -32.8853
H 18.0537 2.8098 -32.4433
H 17.2235 1.6106 -32.9078
C 13.1696 7.5931 -31.8422
C 12.7579 6.3333 -32.6474
O 13.4783 5.1289 -32.3873
O 12.1241 8.5462 -31.8726
H 14.0421 8.0794 -32.2856
H 13.3282 7.3658 -30.7904
H 12.8277 6.5853 -33.7071
H 11.7038 6.1276 -32.4424
H 13.2527 4.9232 -31.4704
H 11.9221 8.8598 -32.7586
*
```

Computed properties:
Gap between HOMO and LUMO: 9.2 eV
Energy: -35565.9726 eV
ΔE to the lowest compared entry with this formula, charge and spin: 0.0 kJ/mol

***

This record from the OMol25 dataset describes a 10-piece molecular cluster, C14H48N2O10 overall in a non-equilibrium geometry. The level of theory is wB97M-V/def2-TZVPD.

Structure (ORCA input):
```
! wB97M-V def2-TZVPD RIJCOSX def2/J DEFGRID3
* xyz 0 1
C -3.5929 -1.5509 3.3064
C -3.0529 -0.6899 2.1574
O -1.6559 -0.5769 2.3834
H -3.1679 -2.5199 3.3704
H -4.6489 -1.6119 3.3624
H -3.3889 -1.1489 4.2744
H -3.6009 0.3721 2.1394
H -3.2949 -1.3239 1.3354
H -1.2919 -0.2669 1.4964
C -1.1179 1.2631 -5.0986
C -0.7239 0.6491 -3.7896
O -0.5619 -0.7399 -3.9546
H -2.0899 1.0071 -5.5276
H -0.3629 1.1601 -5.9016
H -1.2079 2.3821 -4.8926
H -1.5629 0.9241 -3.0976
H 0.0961 1.0401 -3.1726
H -0.9989 -1.1279 -3.1666
C -0.4079 -3.7129 0.9114
C 1.1111 -3.7249 1.1984
O 1.5071 -2.4649 0.8254
H -0.4859 -3.5499 -0.1806
H -0.8949 -2.9889 1.5074
H -0.7579 -4.6969 1.1284
H 1.7771 -4.3769 0.7034
H 1.2491 -3.6719 2.2944
H 2.1661 -2.1499 1.4524
C -3.8809 -1.1249 -2.0996
C -3.5249 -2.5319 -1.6546
O -2.2589 -2.8379 -2.1756
H -3.5949 -0.4559 -1.3116
H -4.9189 -1.0449 -2.2716
H -3.5379 -0.8859 -3.0306
H -4.2509 -3.2249 -2.1426
H -3.6569 -2.6159 -0.5176
H -2.1869 -3.7919 -2.2856
C -0.1809 0.5151 -0.1806
O -0.8699 1.4991 -0.8586
N -0.4619 -0.8179 -0.2656
N 0.7431 0.7341 0.7154
H -1.0729 -1.1779 -0.8916
H -0.1199 -1.5739 0.3144
H 0.9671 1.6801 0.9784
H 1.3101 0.0941 1.3014
C 2.8921 0.0261 -1.8106
O 3.8101 -0.7959 -2.3796
H 2.8591 1.0641 -2.2106
H 3.1811 0.2521 -0.8376
H 1.9321 -0.3479 -1.6606
H 3.8461 -0.4589 -3.3256
C 4.3901 2.0011 1.4694
O 4.2421 1.6321 2.7724
H 4.9341 1.1951 0.9564
H 4.8961 2.9281 1.3694
H 3.4451 1.9671 0.9214
H 3.7041 0.8761 2.7644
C 0.0181 3.7731 1.8104
O 1.3141 3.0881 1.7744
H 0.1861 4.8141 1.5624
H -0.4069 3.7361 2.8044
H -0.6999 3.4521 1.0594
H 1.9271 3.6121 2.3934
C 1.6671 -0.5069 3.6404
O 2.7891 -0.9469 2.8794
H 0.9471 -1.1879 3.2604
H 1.2921 0.4211 3.4774
H 1.7441 -0.7649 4.6904
H 3.0401 -1.7999 3.3194
C 0.5181 4.1521 -1.6916
O 1.7831 3.4291 -1.4946
H -0.0039 4.3691 -0.8096
H -0.0569 3.6181 -2.4936
H 0.5871 5.1421 -2.1976
H 1.6781 2.9201 -0.7036
*
```

Computed properties:
SMILES string: NC(N)=O.CCO.CCO.CCO.CCO.CO.CO.CO.CO.CO
Gap between HOMO and LUMO: 9.3 eV
Energy: -38745.5770 eV
ΔE to the lowest compared entry with this formula, charge and spin: 249.1 kJ/mol

***

This record from the OMol25 dataset describes a 9-piece molecular cluster, C14H48N3O9 overall in a non-equilibrium geometry. The level of theory is wB97M-V/def2-TZVPD.

Structure (ORCA input):
```
! wB97M-V def2-TZVPD RIJCOSX def2/J DEFGRID3
* xyz -1 1
C -0.7842 0.6607 -0.1598
C -1.9843 0.9873 0.7425
O -3.1419 1.4070 0.0927
H -0.3165 1.5733 -0.5417
H -1.0747 0.0251 -0.9983
H -0.0269 0.1216 0.4225
H -1.6392 1.7493 1.4557
H -2.2872 0.0777 1.2923
C -1.0032 -0.0039 6.3549
C 0.2946 0.8148 6.3821
C 1.3844 0.2594 5.4386
O 1.0827 0.3672 4.0501
C 0.7898 -0.8403 3.3963
N 0.1176 2.2463 6.2092
H -1.6664 0.2159 7.2011
H -0.9132 -1.0700 6.6139
H -1.5243 0.1052 5.4040
H 0.7015 0.6243 7.3858
H 1.3853 -0.8033 5.7132
H 2.3632 0.6866 5.6447
H -0.0585 -1.3869 3.8071
H 1.6815 -1.4877 3.3920
H 0.6898 -0.6658 2.3247
H -0.0449 2.4922 5.2394
H -0.6748 2.5069 6.7840
C 2.7071 1.1012 -3.5277
C 1.4653 0.4377 -4.0594
C 1.3469 0.3075 -5.5747
O 1.6064 1.5978 -6.1210
C 1.4777 1.6151 -7.5187
N 1.4071 -0.9339 -3.5078
H 2.7347 2.1718 -3.7443
H 3.5785 0.6294 -3.9917
H 2.8246 1.0602 -2.4443
H 0.5701 0.8771 -3.5954
H 0.3938 -0.1045 -5.9154
H 2.1509 -0.3619 -5.9046
H 1.7753 2.6064 -7.8576
H 0.4497 1.3640 -7.7992
H 2.1129 0.9324 -8.1013
H 0.5277 -1.3760 -3.7788
H 1.2748 -0.9233 -2.4977
C -1.2736 -2.9444 -1.1563
C 0.0658 -3.6557 -1.4381
C 1.1497 -3.2935 -0.4541
O 1.5312 -1.9434 -0.5880
C 2.7405 -1.6376 0.1012
N -0.1194 -5.1205 -1.3585
H -2.1666 -3.4244 -1.5491
H -1.1884 -1.9214 -1.5250
H -1.3574 -2.9638 -0.0653
H 0.4396 -3.3600 -2.4228
H 2.0143 -3.9373 -0.6611
H 0.8220 -3.4724 0.5819
H 3.4746 -2.3694 -0.2515
H 2.5806 -1.7665 1.1742
H 2.9882 -0.6241 -0.1972
H -0.9042 -5.3771 -1.9361
H -0.2583 -5.4057 -0.3990
O -1.5590 4.4818 1.2895
H -1.6686 4.8876 2.1573
H -0.8105 4.9449 0.8972
O -1.8689 3.5820 -2.1003
H -1.8710 2.7244 -2.5455
H -0.9430 3.7519 -1.9042
O 0.1552 2.7866 3.0218
H -0.2068 2.8299 2.1238
H 0.5473 1.8925 3.0959
O -3.2876 0.2278 -2.5636
H -2.8858 -0.6373 -2.6920
H -3.1912 0.4091 -1.5915
O -5.0347 0.0474 2.0897
H -4.8035 0.5051 1.2513
H -4.8643 -0.8801 1.9079
*
```

Computed properties:
Gap between HOMO and LUMO: 5.7 eV
Energy: -38192.4694 eV

***

This record from the OMol25 dataset describes a 7-piece molecular cluster, C14H48NO18P4 overall in a non-equilibrium geometry. The level of theory is wB97M-V/def2-TZVPD.

Structure (ORCA input):
```
! wB97M-V def2-TZVPD RIJCOSX def2/J DEFGRID3
* xyz 1 1
N -0.3194 -0.3560 -0.4838
H 0.2356 -0.6375 0.3460
H -1.2826 -0.1270 -0.1849
H -0.3860 -1.1942 -1.0951
H -0.0315 0.4705 -1.0253
C 1.5450 -5.9893 -2.4917
O 1.0885 -4.7740 -1.9327
P -0.0070 -3.8410 -2.5857
O -0.5155 -2.8921 -1.5931
O 0.7387 -3.1815 -3.8041
C 2.0980 -2.7452 -3.6925
O -1.0752 -4.7474 -3.2760
C -2.1471 -5.2506 -2.4713
H 1.2066 -6.1502 -3.5143
H 1.2437 -6.8437 -1.8770
H 2.6331 -6.0852 -2.4557
H 2.7393 -3.4658 -4.1969
H 2.4119 -2.5058 -2.6751
H 2.2104 -1.7929 -4.2169
H -2.5090 -6.2180 -2.8169
H -2.9625 -4.5336 -2.5256
H -1.8529 -5.4540 -1.4391
C -1.2639 0.5057 4.2788
O -0.6665 1.8112 4.3340
P -0.4115 2.5309 2.9503
O -0.5027 1.6327 1.7939
O 1.0449 3.1409 2.9947
C 1.9609 3.0765 4.0661
O -1.4427 3.7199 3.0429
C -1.6257 4.5279 1.8685
H -2.3386 0.6457 4.1381
H -1.2020 0.1122 5.2916
H -0.7930 -0.1093 3.5210
H 2.9665 3.0257 3.6592
H 1.8218 2.2002 4.7024
H 1.9097 3.9037 4.7792
H -2.5747 4.3642 1.3625
H -0.8248 4.4226 1.1296
H -1.5687 5.5758 2.1707
C 3.0955 -0.2974 4.3934
O 3.0073 0.3304 3.0970
P 2.7787 -0.6314 1.8571
O 1.3770 -0.9843 1.6406
O 3.4182 0.0668 0.6049
C 4.8366 0.1075 0.3858
O 3.7533 -1.8571 2.1266
C 3.2306 -3.1824 2.2855
H 3.7643 0.3215 4.9995
H 3.6649 -1.2181 4.3177
H 2.1161 -0.2474 4.8568
H 4.9856 0.7956 -0.4484
H 5.1890 -0.8532 0.0067
H 5.4356 0.4460 1.2276
H 2.1816 -3.2734 2.0257
H 3.3905 -3.4819 3.3246
H 3.8417 -3.8753 1.7092
C -1.1171 4.3558 -2.7802
O -2.3413 3.6997 -3.1327
P -2.8190 2.4422 -2.3052
O -1.9329 1.2781 -2.3426
O -3.0931 3.0171 -0.8670
C -3.7788 2.2370 0.1293
O -4.2794 2.2359 -2.8694
C -4.4428 1.9708 -4.2724
H -0.6346 3.9901 -1.8746
H -1.3888 5.3921 -2.5701
H -0.4435 4.3104 -3.6304
H -4.7661 2.6438 0.3263
H -3.1485 2.2368 1.0130
H -3.8754 1.2233 -0.2563
H -4.4606 0.9157 -4.5335
H -3.6378 2.4202 -4.8538
H -5.3714 2.4786 -4.5106
C 1.9755 2.6112 -0.9212
O 1.1951 1.9813 -1.9462
H 1.4526 2.5403 0.0211
H 2.8804 2.0112 -0.7321
H 2.3224 3.6048 -1.2117
H 1.7456 1.9543 -2.7337
C -3.3775 -1.9118 0.0993
O -2.8143 -0.8165 0.7915
H -3.1847 -2.8867 0.5640
H -4.4731 -1.8788 0.0956
H -2.9855 -1.9653 -0.9115
H -2.8234 -1.0294 1.7289
*
```

Computed properties:
Gap between HOMO and LUMO: 10.8 eV
Energy: -90801.1861 eV
ΔE to the lowest compared entry with this formula, charge and spin: 0.0 kJ/mol